No. 1
79
Properties=species:S:1:pos:R:3 method="wB97M-V/def2-TZVPD" gap_ev=8.571 charge=+1 homo_ha=-0.4087
C 2.6911 0.6414 0.1699
C 2.6378 2.1256 0.3253
O 3.1816 2.7309 1.1939
O 1.8023 2.7486 -0.5713
C 0.8016 3.5384 0.0897
C -0.1679 4.1634 -0.9005
C -1.1536 5.0024 -0.0584
C -2.6259 4.7950 -0.4531
C -2.9928 3.3738 -0.1965
N -3.1979 2.4643 -1.1470
C -3.3490 1.2949 -0.5336
N -3.5561 0.1253 -1.1493
N -3.2722 1.4621 0.8022
N -3.0281 2.7827 1.0058
H 1.7090 0.2138 0.3867
H 2.9972 0.3403 -0.8333
H 3.4132 0.2559 0.8898
H 0.2641 2.8830 0.7883
H 1.2827 4.3215 0.6770
H -0.7053 3.3863 -1.4557
H 0.3812 4.7789 -1.6161
H -0.9171 6.0668 -0.0535
H -1.0488 4.6602 0.9754
H -2.7896 4.9242 -1.5261
H -3.2653 5.4967 0.0868
H -3.0660 -0.7291 -0.9204
H -4.1059 0.1532 -1.9928
H -3.3472 0.7800 1.5445
H -2.8696 3.1745 1.9251
C -6.7815 1.3007 1.1122
C -6.8005 0.8022 2.5376
O -5.7935 0.8944 3.2090
C -8.0713 0.1960 3.0587
H -5.7872 1.7133 0.9661
H -6.9717 0.4848 0.4132
H -7.5251 2.0785 0.9359
H -8.3540 -0.6611 2.4454
H -8.8824 0.9238 3.0033
H -7.9350 -0.1210 4.0891
C 0.3786 3.7561 5.7052
C 0.7380 3.8301 4.2449
O -0.0781 3.5601 3.3832
C 2.1522 4.2400 3.9171
H -0.6575 3.4488 5.8236
H 1.0325 3.0456 6.2132
H 0.5261 4.7304 6.1735
H 2.8463 3.5247 4.3607
H 2.3700 5.2218 4.3407
H 2.3078 4.2584 2.8436
C 0.3506 -1.4971 -2.2099
C -0.9875 -2.0228 -2.6608
O -1.7503 -2.5654 -1.8852
C -1.3271 -1.8436 -4.1142
H 0.4980 -1.7305 -1.1567
H 1.1382 -1.9723 -2.7950
H 0.4037 -0.4149 -2.3533
H -0.5782 -2.3508 -4.7246
H -1.3103 -0.7835 -4.3764
H -2.3088 -2.2616 -4.3224
C 0.8797 -5.1732 -1.0122
C 1.5401 -5.2356 -2.3703
O 1.1923 -4.5015 -3.2706
C 2.6365 -6.2489 -2.5383
H 0.1000 -4.4142 -1.0088
H 0.4420 -6.1423 -0.7675
H 1.6252 -4.9473 -0.2471
H 2.2441 -7.2486 -2.3420
H 3.4449 -6.0577 -1.8319
H 3.0303 -6.2057 -3.5502
C 7.8298 -5.3987 -2.8751
C 6.8610 -5.4306 -1.7201
O 5.7757 -5.9563 -1.8160
C 7.3163 -4.7770 -0.4381
H 7.3939 -5.8983 -3.7361
H 8.0709 -4.3660 -3.1333
H 8.7607 -5.8953 -2.5965
H 7.5413 -3.7237 -0.6144
H 8.2300 -5.2538 -0.0798
H 6.5401 -4.8654 0.3177


No. 2
77
Properties=species:S:1:pos:R:3 method="wB97M-V/def2-TZVPD" s_squared=2.010 gap_ev="9.509 / 9.332" multiplicity=3 homo_ha="-0.3373 / -0.3579"
C 1.6591 -0.3366 2.9708
C 1.0610 0.7980 1.9382
C -0.3599 0.3865 1.2210
Br -1.1471 2.0725 0.4448
Si -1.5845 -0.5879 2.3429
C -3.4058 0.0693 2.3116
C -3.6383 1.2859 3.3954
O -3.4403 0.9834 4.6929
F -4.0474 2.6711 3.0672
H 2.8428 -0.2222 3.0619
H 1.4875 -1.4449 2.5714
H 1.1198 -0.1753 4.0097
H 1.8674 0.8937 1.0630
H 0.9132 1.8599 2.4400
H -0.0725 -0.3406 0.3190
H -1.6536 -1.9738 1.8119
H -1.0874 -0.6295 3.7193
H -4.0829 -0.8380 2.6884
H -3.7958 0.3468 1.2243
C -8.0316 -1.3600 -4.0530
C -6.8037 -1.8066 -3.2177
C -7.2571 -2.2879 -1.8138
C -7.6397 -1.1509 -0.8744
C -6.5165 -0.1222 -0.7833
C -6.0669 0.4113 -2.1694
N -5.8001 -0.6907 -3.1582
O -4.5579 -1.2622 -2.8250
C -7.1495 1.3810 -2.7178
C -4.8275 1.3447 -1.9639
C -6.2857 -3.0578 -4.0058
H -8.6360 -0.5896 -3.5814
H -7.7225 -0.9945 -5.0397
H -8.7183 -2.1996 -4.2195
H -6.4500 -2.8639 -1.3415
H -8.1073 -2.9755 -1.9055
H -8.5710 -0.6814 -1.2058
H -7.8411 -1.5568 0.1242
H -6.8465 0.7089 -0.1474
H -5.6647 -0.5816 -0.2645
H -6.9850 1.5931 -3.7812
H -7.1224 2.3447 -2.1934
H -8.1681 1.0221 -2.5819
H -3.9910 0.8392 -1.4685
H -5.0803 2.2024 -1.3283
H -4.4720 1.7413 -2.9229
H -5.9303 -2.7785 -5.0050
H -7.0870 -3.7958 -4.1378
H -5.4747 -3.5793 -3.4856
C 8.2702 1.7633 2.4205
C 6.9841 0.9405 2.1482
C 7.2675 -0.5739 2.3345
C 8.0560 -1.1916 1.1864
C 7.3807 -0.9038 -0.1512
C 7.1201 0.6075 -0.3878
N 6.4510 1.2729 0.7839
O 5.0948 0.8977 0.7616
C 8.4656 1.3116 -0.7150
C 6.3048 0.7690 -1.7140
C 6.0319 1.3929 3.3073
H 9.1223 1.4745 1.8110
H 8.0896 2.8343 2.2687
H 8.6045 1.6354 3.4578
H 6.3188 -1.1190 2.4293
H 7.8109 -0.7448 3.2723
H 9.0857 -0.8209 1.1898
H 8.1218 -2.2764 1.3330
H 8.0028 -1.3109 -0.9583
H 6.4334 -1.4577 -0.1895
H 8.3630 2.4020 -0.6573
H 8.7997 1.0770 -1.7337
H 9.2898 0.9993 -0.0762
H 5.3546 0.2235 -1.6991
H 6.8645 0.3758 -2.5719
H 6.0930 1.8258 -1.9180
H 5.7770 2.4560 3.2195
H 6.5106 1.2506 4.2844
H 5.1003 0.8172 3.3383


No. 3
80
Properties=species:S:1:pos:R:3 method="wB97M-V/def2-TZVPD" gap_ev=10.339 homo_ha=-0.3689
C 46.2670 29.6010 38.8450
C 45.9050 31.0850 38.9400
O 46.3460 31.5540 40.2240
C 46.0920 32.8900 40.5390
C 46.5960 33.3660 41.9400
O 45.4900 33.6460 39.7870
H 46.2400 29.3690 37.7750
H 45.5180 29.2400 39.4390
H 47.3730 29.5890 39.0210
H 46.4250 31.7570 38.1680
H 44.8210 31.1920 38.8350
H 46.5480 32.4940 42.5670
H 46.2360 34.2670 42.3140
H 47.6460 33.4760 41.8770
C 47.6830 26.9380 46.3130
C 48.8020 26.5650 47.2840
O 49.6910 27.5460 47.6030
C 50.6520 27.4270 48.5360
C 51.5860 28.5930 48.6460
O 50.9400 26.3900 49.1080
H 47.0170 27.5770 46.7530
H 46.9570 26.1880 46.0700
H 48.1490 27.3760 45.5030
H 48.3700 26.1710 48.3650
H 49.3040 25.7040 47.0810
H 52.5520 28.0990 48.9040
H 51.0870 29.1500 49.4900
H 51.5970 29.2760 47.7140
C 50.8180 26.1880 43.8100
C 51.6470 26.5460 42.5380
O 51.3660 25.7800 41.4350
C 51.9590 26.1100 40.3080
C 51.5710 25.0090 39.2520
O 52.6820 27.0180 40.0750
H 51.0650 26.9950 44.5990
H 51.0240 25.2480 44.2090
H 49.7230 26.3700 43.7670
H 51.3560 27.4840 42.3720
H 52.6670 26.4260 42.9260
H 52.3350 25.4390 38.5430
H 50.5440 25.0660 38.8600
H 51.7000 24.1160 39.3530
C 50.8540 29.5760 39.9070
C 51.3740 30.6290 40.6850
O 50.5960 30.8540 41.8500
C 50.7260 31.7890 42.7730
C 50.0010 31.4210 44.0780
O 51.4270 32.7950 42.7010
H 50.0750 29.9560 39.3620
H 50.6760 28.6520 40.5290
H 51.6560 29.3050 39.2250
H 52.3880 30.3580 41.1970
H 51.4700 31.5340 40.1290
H 49.5080 30.5300 44.0620
H 49.1980 32.1950 44.0670
H 50.6050 31.3630 44.9630
C 44.1400 26.9980 48.1510
C 44.9930 27.7580 49.0920
O 44.6470 29.0350 49.1710
C 44.8550 29.7030 50.3590
C 44.5130 31.1440 50.1420
O 45.3190 29.3640 51.3750
H 44.4640 25.9170 48.1750
H 44.5020 27.2990 47.1570
H 43.1290 27.2890 48.2350
H 44.9520 27.4320 50.1290
H 46.1190 27.6220 48.9590
H 44.8690 31.7150 50.9000
H 43.4110 31.0410 50.0810
H 44.8100 31.4190 49.1080
C 47.4290 29.1300 42.4600
C 46.3340 29.3530 43.4340
C 45.3190 28.3270 43.6980
O 46.1450 30.5310 43.9590
H 47.7990 29.9960 42.0140
H 47.1970 28.4580 41.5720
H 48.2840 28.8070 42.9680
H 45.5040 27.7780 44.6360
H 45.2930 27.6210 42.8970
H 44.3580 28.7420 43.9550


No. 4
99
Properties=species:S:1:pos:R:3 method="wB97M-V/def2-TZVPD" gap_ev=8.938 homo_ha=-0.3647
C -0.9083 -1.2535 -0.3068
C -2.1431 -0.9865 -1.3320
Br -1.4848 -1.4744 -3.1809
C -3.3996 -1.9528 -1.0393
C -4.6411 -1.2324 -0.2924
C -5.2124 -2.2955 0.7700
N -5.8327 -3.2057 1.2751
C -5.7603 -0.6253 -1.2748
C -5.0612 0.0925 -2.5569
N -4.3187 0.6875 -3.2998
O -6.7651 -1.5626 -1.7173
N -6.2217 -2.6481 -2.3500
O -6.4387 -2.6353 -3.5179
C -6.5851 0.5827 -0.5324
F -7.9916 0.3570 -0.7764
F -6.3050 1.8592 -1.1166
F -6.4385 0.5667 0.8809
H -1.3391 -1.0242 0.7480
H -0.0445 -0.5516 -0.5929
H -0.5824 -2.3648 -0.3807
H -2.4494 0.1135 -1.3889
H -3.6720 -2.4767 -2.0186
H -3.0430 -2.7944 -0.3217
H -4.1799 -0.3444 0.2980
C 4.0761 -4.5355 0.9377
C 4.7715 -3.8447 -0.2197
O 4.3153 -4.3370 -1.4806
S 2.8404 -3.9009 -1.9858
C 2.9735 -4.5061 -3.6445
O 2.7634 -2.4634 -2.0201
O 1.8571 -4.6978 -1.2963
H 3.0099 -4.3000 0.9549
H 4.5025 -4.2193 1.8913
H 4.1656 -5.6210 0.8489
H 4.6468 -2.7589 -0.1641
H 5.8437 -4.0498 -0.1664
H 3.7378 -3.9365 -4.1721
H 2.0039 -4.3693 -4.1247
H 3.2255 -5.5659 -3.6139
C 1.5239 -5.9068 5.2777
C 0.3010 -5.0880 5.6506
O 0.4638 -3.7112 5.3119
S 0.3807 -3.2876 3.7510
C 0.3256 -1.5339 3.9892
O -0.8817 -3.7239 3.2137
O 1.6306 -3.6137 3.1126
H 1.6644 -5.9372 4.1950
H 1.4236 -6.9359 5.6303
H 2.4276 -5.4678 5.7081
H -0.6033 -5.4928 5.1859
H 0.1567 -5.1350 6.7329
H -0.5993 -1.2722 4.5022
H 0.3548 -1.0658 3.0044
H 1.1959 -1.2293 4.5700
C 8.0550 -4.0159 5.5358
C 8.5637 -5.0293 4.5267
O 7.8368 -6.2555 4.5969
S 6.3292 -6.2922 4.0054
C 6.0967 -8.0461 4.0715
O 6.3571 -5.8779 2.6271
O 5.4378 -5.6861 4.9622
H 7.0332 -3.7068 5.3053
H 8.6819 -3.1214 5.5367
H 8.0434 -4.4455 6.5406
H 8.5352 -4.6245 3.5104
H 9.6069 -5.2640 4.7518
H 6.7874 -8.5242 3.3778
H 5.0666 -8.2538 3.7795
H 6.2681 -8.3864 5.0926
C -0.9160 4.6752 -2.6430
C -1.7754 5.8939 -2.3584
O -3.1362 5.5343 -2.1162
S -3.5082 4.8327 -0.7059
C -5.2696 4.9301 -0.8563
O -3.0842 5.6901 0.3699
O -3.1300 3.4418 -0.7624
H -0.8451 4.0275 -1.7664
H 0.0977 4.9722 -2.9211
H -1.3484 4.0790 -3.4506
H -1.3764 6.4730 -1.5201
H -1.7686 6.5471 -3.2339
H -5.5722 5.9766 -0.8495
H -5.7033 4.4082 -0.0026
H -5.5719 4.4406 -1.7820
C -0.0157 10.2324 -5.7463
C -0.8775 11.4487 -5.4599
O -2.2374 11.0881 -5.2194
S -2.6097 10.3833 -3.8094
C -4.3711 10.4801 -3.9598
O -2.1870 11.2390 -2.7323
O -2.2310 8.9935 -3.8681
H 0.0557 9.5833 -4.8710
H 0.9976 10.5318 -6.0231
H -0.4464 9.6372 -6.5554
H -0.4799 12.0266 -4.6200
H -0.8716 12.1039 -6.3344
H -4.6730 11.5269 -3.9513
H -4.8046 9.9568 -3.1068
H -4.6734 9.9923 -4.8863


No. 5
78
Properties=species:S:1:pos:R:3 method="wB97M-V/def2-TZVPD" s_squared=15.761 gap_ev="5.452 / 5.641" multiplicity=8 homo_ha="-0.2057 / -0.2127"
O -0.5815 -1.2622 -1.5736
O 0.9142 0.6903 -3.3434
C 0.1361 -2.4710 -2.1269
C -0.5100 -3.7194 -1.5971
H 1.1484 -2.3572 -1.7363
H 0.1642 -2.4428 -3.2244
H -0.5904 -3.6633 -0.5032
H 0.1013 -4.5958 -1.8412
H -1.5204 -3.8369 -2.0159
C -1.7815 -0.8457 -2.3525
C -1.7800 -1.1051 -3.8473
H -1.8252 0.2340 -2.1544
H -2.6274 -1.3397 -1.8500
H -1.0226 -0.4919 -4.3635
H -2.7714 -0.8071 -4.2338
H -1.6673 -2.1770 -4.0702
C 0.3217 2.1279 -3.1287
C 2.2537 0.4810 -4.0636
C -0.6106 2.4031 -4.2569
H 1.2014 2.7743 -3.0777
H -0.2140 2.1132 -2.1645
H -0.1291 2.3928 -5.2364
H -1.0104 3.4032 -4.0848
H -1.4667 1.7242 -4.2382
C 2.0673 0.8066 -5.5045
H 2.4996 -0.5732 -3.8857
H 2.9803 1.1135 -3.5384
H 1.3444 0.1432 -5.9820
H 3.0151 0.5998 -5.9973
H 1.8161 1.8515 -5.6937
H 1.2153 0.4553 -2.4092
Eu -0.1059 -0.4616 0.8897
C 1.9653 0.3253 -0.8092
Si 3.5121 0.4961 0.1276
H 1.6611 -0.6706 -1.2042
H 1.5258 1.3422 -1.0296
C 4.8854 -0.5699 -0.5422
C 3.3000 0.0789 1.9466
C 3.9051 2.3191 -0.0633
C -2.2572 -1.5550 1.2237
Si -3.5073 -0.2050 1.1170
H -2.0548 -2.0170 2.2289
H -2.2364 -2.3780 0.4754
C -4.8744 -0.6206 -0.0851
C -2.7499 1.4393 0.5406
C -4.1760 0.0547 2.8423
H 3.3386 2.7563 -0.8996
H 4.9759 2.4582 -0.2603
H 3.6177 2.8446 0.8584
H 4.7275 -1.6251 -0.2690
H 5.8132 -0.2059 -0.0769
H 4.9923 -0.4918 -1.6367
H 2.6817 -0.8213 2.1188
H 2.8569 0.9229 2.5001
H 4.2984 -0.1247 2.3698
H -3.1315 1.6945 -0.4576
H -1.6432 1.5128 0.4902
H -3.0826 2.2392 1.2194
H -5.0688 0.6906 2.8061
H -3.4287 0.5041 3.5104
H -4.4568 -0.9202 3.2565
H -5.7544 -0.0120 0.1671
H -5.1286 -1.6856 0.0141
H -4.5766 -0.4317 -1.1255
S 0.8055 -2.6462 2.4044
C 0.4880 -1.6154 3.7218
N 0.0971 -0.3202 3.7199
C -0.0915 0.1893 5.0047
C -0.4915 1.4897 5.3604
C -0.6137 1.8370 6.7075
C -0.3338 0.8897 7.7025
C 0.0831 -0.3990 7.3798
C 0.1975 -0.7469 6.0419
S 0.6956 -2.2686 5.3905
H -0.6702 2.1915 4.5517
H -0.9266 2.8456 6.9852
H -0.4514 1.1733 8.7387
H 0.3178 -1.1281 8.1427


No. 6
83
Properties=species:S:1:pos:R:3 method="wB97M-V/def2-TZVPD" s_squared=2.008 gap_ev="7.077 / 8.237" multiplicity=3 homo_ha="-0.2933 / -0.3360"
C -2.9888 1.3079 1.2187
O -2.7687 0.6383 -0.0051
C -3.6493 -0.4266 -0.2965
C -2.9273 -1.7086 -0.6894
C -2.1731 -2.4564 0.4077
N -1.3757 -1.6053 1.3446
C -1.3375 -2.0793 2.7295
O -2.2984 -1.4295 3.5382
N -3.6802 -1.7898 3.2107
O -3.9301 -2.8683 3.5473
S 0.0830 -1.1722 0.7366
O 0.0508 -1.2707 -0.6709
O 1.1537 -1.7377 1.4784
F 0.0823 0.3476 1.0951
H -2.7281 2.3574 1.0804
H -4.0381 1.2539 1.5223
H -2.3719 0.8972 2.0204
H -4.2551 -0.1308 -1.1603
H -4.3297 -0.6120 0.5424
H -3.7120 -2.3911 -1.0326
H -2.2689 -1.5177 -1.5352
H -2.8779 -3.0030 1.0330
H -1.5167 -3.2045 -0.0436
H -0.3852 -1.8351 3.1860
H -1.4716 -3.1650 2.7686
C 2.3149 1.2671 6.3896
C 3.7924 0.8460 6.2416
C 4.6920 2.0635 6.0061
C 4.5590 2.6685 4.6100
C 4.7634 1.6025 3.5347
C 3.8401 0.3941 3.7074
N 3.9793 -0.1186 5.1090
O 5.0139 -0.8500 5.2569
C 2.3937 0.7766 3.3747
C 4.2391 -0.7177 2.7465
C 4.2021 0.1488 7.5328
H 1.6469 0.5216 5.9617
H 2.0630 1.3567 7.4457
H 2.0976 2.2285 5.9265
H 5.7324 1.7611 6.1597
H 4.4625 2.8091 6.7717
H 3.5868 3.1539 4.4895
H 5.3062 3.4546 4.4874
H 4.5989 2.0221 2.5396
H 5.8014 1.2577 3.5675
H 1.7164 -0.0495 3.5916
H 2.3200 0.9997 2.3112
H 2.0406 1.6583 3.9018
H 5.2835 -0.9952 2.8635
H 4.0828 -0.3694 1.7249
H 3.6249 -1.6046 2.8995
H 3.6078 -0.7514 7.6945
H 4.0275 0.8344 8.3632
H 5.2521 -0.1297 7.5291
C -0.5813 1.6566 -6.2955
C -1.5443 1.1550 -5.1982
C -0.8839 0.0780 -4.3344
C -0.7294 -1.2706 -5.0333
C -2.0667 -1.7449 -5.5992
C -2.7280 -0.7134 -6.5159
N -2.8038 0.5941 -5.7871
O -3.7858 0.6366 -4.9733
C -1.9553 -0.5966 -7.8357
C -4.1447 -1.1470 -6.8682
C -1.9115 2.3512 -4.3290
H -1.1170 1.9004 -7.2114
H -0.0866 2.5674 -5.9605
H 0.2013 0.9383 -6.5360
H -1.4871 -0.0624 -3.4316
H 0.0889 0.4483 -4.0026
H 0.0241 -1.2140 -5.8235
H -0.3590 -2.0040 -4.3147
H -1.9413 -2.6749 -6.1590
H -2.7473 -1.9616 -4.7696
H -2.3638 0.2058 -8.4512
H -2.0654 -1.5322 -8.3845
H -0.8910 -0.4246 -7.7105
H -4.7453 -1.3285 -5.9811
H -4.0934 -2.0697 -7.4478
H -4.6442 -0.3873 -7.4702
H -2.4302 3.1126 -4.9133
H -0.9905 2.7820 -3.9346
H -2.5444 2.0680 -3.4924


M across the listed records, respectively: 489.6 525.6 498.6 934.9 641.9 542.7 Da.